C69H179N23O14P5 | the ωB97M-V functional and the def2-TZVPD basis

- HOMO level (eV) = -9.04
- E_tot (hartree) = -6755.68640
- gap between HOMO and LUMO (hartree) = 0.28605
- charge = +1
- molar mass (g/mol) = 1710.21

```
290
Properties=species:S:1:pos:R:3:forces:R:3:mulliken_charge:R:1
C -19.72898 -2.12817 5.74652 0.38 0.25 -0.95 0.38
O -20.49659 -2.52412 6.84346 -0.48 0.58 0.46 1.45
C -19.77866 -2.82884 8.00760 -1.66 -1.12 1.09 -1.20
C -20.83793 -3.33316 9.11471 0.01 -0.12 -1.70 0.41
N -21.98109 -4.09622 8.46797 0.61 -0.70 -1.35 1.89
H -22.19988 -3.59771 7.61725 -0.17 0.56 -0.65 -0.14
H -21.66501 -4.99993 8.14626 0.85 -0.61 -0.33 -0.53
C -23.26848 -4.37589 9.13540 -1.07 0.35 0.36 0.24
C -24.23504 -5.27136 8.26822 0.60 1.01 0.42 -0.29
O -23.58605 -6.48054 7.94149 -0.76 -0.69 -0.18 0.69
C -24.51294 -7.48950 7.45876 0.04 0.25 0.90 -0.84
H -19.09472 -1.25129 5.87648 0.29 0.00 0.77 -0.19
H -20.36129 -1.77827 4.93052 -0.40 -0.47 0.07 -0.54
H -19.13530 -2.97432 5.40058 0.26 -0.05 -0.15 -0.56
H -19.21956 -1.99974 8.44132 -0.08 0.37 -0.10 0.27
H -19.08538 -3.65341 7.84164 0.12 -0.15 -0.23 0.10
H -21.41644 -2.52950 9.57029 0.93 0.01 0.51 -0.96
H -20.27606 -4.04153 9.72349 -0.56 0.56 0.66 0.31
H -23.71877 -3.39009 9.25175 -0.36 -0.11 0.18 -0.10
H -23.03430 -4.78904 10.11650 -0.29 -0.26 -0.08 0.17
H -24.62714 -4.75882 7.38978 0.82 0.41 -0.66 -0.08
H -25.20348 -5.35797 8.76089 0.22 -0.67 1.00 -0.26
H -25.27809 -7.71339 8.20207 -0.06 0.32 0.29 0.19
H -23.98812 -8.43557 7.32603 0.32 0.33 -0.33 0.36
H -25.06657 -7.17408 6.57439 0.28 0.10 -0.26 -0.01
C -23.36534 -7.09520 12.39961 -0.21 -0.88 0.03 -0.33
O -24.07941 -6.59324 11.53643 1.02 -0.31 0.51 -0.37
N -22.09746 -7.56182 12.30427 2.42 0.74 -0.79 0.35
C -21.26007 -8.00022 13.46562 -1.60 -0.22 -0.01 -1.14
C -21.37643 -7.59195 10.98257 -1.64 -0.34 0.46 -0.34
H -23.73671 -7.43685 13.37816 -0.42 0.66 0.31 0.39
H -21.69439 -7.78650 14.44224 -0.57 0.48 -0.19 0.41
H -20.27799 -7.53118 13.52577 0.02 -0.21 -0.66 0.26
H -21.27696 -9.09009 13.46375 0.83 -0.07 -0.23 0.43
H -20.66200 -6.80752 10.73286 -0.05 0.27 0.66 -0.03
H -20.89222 -8.56165 10.86708 0.06 0.00 0.16 0.51
H -22.19691 -7.54109 10.26681 0.17 0.06 -0.33 -0.14
C -28.25524 -4.93731 11.13447 -1.84 -0.28 1.26 -0.12
O -29.15250 -4.15641 11.40156 0.07 1.25 -0.75 -0.69
N -28.18303 -6.03236 11.92566 1.27 -1.17 -0.47 0.81
C -27.32851 -7.13772 11.57365 1.22 -0.14 -0.73 -0.93
C -29.03462 -6.25087 13.08232 -0.29 0.37 0.57 -1.08
H -27.56546 -4.81426 10.28520 0.08 -0.36 0.27 0.45
H -27.83558 -7.99091 11.12304 -0.50 -0.34 0.84 0.30
H -26.62400 -7.36571 12.37352 -0.43 -0.49 0.27 0.34
H -26.63429 -6.94381 10.75599 -0.09 0.97 -0.11 -0.05
H -29.87265 -6.92445 12.90315 -0.05 -0.02 -0.40 0.32
H -28.49259 -6.68068 13.92468 0.52 -0.21 -0.29 0.43
H -29.45091 -5.33832 13.50898 0.02 0.16 -0.56 0.29
C -17.44537 0.92735 7.37009 -2.58 0.96 -1.09 0.05
O -18.56004 1.28906 6.90557 2.27 -0.86 1.50 -0.64
N -17.11247 0.81243 8.67585 -0.76 0.27 0.11 0.25
C -15.80139 0.33931 9.09285 -0.07 0.59 -0.03 -1.08
C -18.03521 1.13551 9.77863 0.05 0.21 0.53 -1.14
H -16.65539 0.69509 6.63921 0.27 -0.13 0.46 0.40
H -15.04684 0.54420 8.33339 -0.21 -0.42 -0.26 0.40
H -15.86807 -0.71328 9.36799 0.36 0.01 0.06 0.32
H -15.47060 0.95498 9.92928 -0.10 -0.25 0.28 0.34
H -18.01688 0.38955 10.57318 0.06 -0.67 -0.37 0.49
H -17.72283 2.01055 10.34857 0.38 0.43 -0.43 0.49
H -19.08071 1.32420 9.53487 0.28 -0.27 -0.75 0.13
C -20.84910 -7.00318 6.69296 -1.47 1.43 -0.55 -0.48
O -20.22051 -6.12679 7.30675 0.00 -0.81 -0.31 -0.66
N -21.49829 -6.77617 5.51550 0.72 -0.77 1.39 1.55
C -22.32656 -7.84616 4.94275 -0.03 -0.49 -0.52 -1.21
C -21.35402 -5.51772 4.75779 -0.35 -1.44 -0.37 -0.82
H -21.13576 -7.97590 7.12173 0.55 -0.03 -0.01 0.35
H -22.07784 -8.11334 3.91569 0.39 0.58 -0.19 0.25
H -23.40507 -7.68925 4.96035 0.04 0.75 0.14 0.00
H -22.22703 -8.81866 5.42486 0.53 0.30 0.62 0.62
H -22.38517 -5.22311 4.56275 0.13 0.45 -0.40 -0.06
H -20.78089 -4.69768 5.19040 -0.16 -0.49 0.64 -0.05
H -20.83180 -5.84951 3.86040 -0.23 0.47 -0.41 0.59
C -28.66587 -7.31655 6.99991 2.45 1.83 0.83 -0.43
O -27.83261 -6.75220 7.72826 -0.05 -0.39 -0.68 -0.66
N -29.78081 -7.79225 7.46779 -2.84 -2.00 -1.23 0.23
C -30.75864 -8.31637 6.55059 -1.95 -0.41 -0.27 -1.04
C -30.21810 -7.77980 8.81846 0.52 1.15 2.12 -0.87
H -28.55731 -7.38927 5.90670 0.10 -0.22 0.12 0.83
H -31.16054 -9.26248 6.91318 0.42 -0.33 -0.04 0.39
H -30.54766 -8.41420 5.48569 0.99 0.07 0.27 0.31
H -31.65983 -7.70326 6.55783 -0.10 0.51 0.13 0.40
H -30.99867 -8.43779 9.20037 0.32 -1.09 -1.14 0.35
H -29.33475 -7.89737 9.44613 -0.15 0.13 0.17 0.12
H -30.71907 -6.85478 9.10389 0.48 0.74 -0.23 0.39
O -28.40577 -7.59588 3.57752 -0.99 -1.69 0.20 -0.92
P -28.19813 -6.31049 2.93886 1.76 2.75 -1.95 -0.11
N -29.36485 -5.19241 3.31505 0.34 0.76 1.11 0.51
C -30.39486 -5.52717 4.29869 -0.76 -1.33 -0.73 -0.89
C -29.51897 -3.89456 2.65436 0.85 -0.49 -0.42 -1.04
N -28.15332 -6.27945 1.17960 -0.73 -1.42 2.10 0.26
C -27.44463 -5.35855 0.38802 0.97 1.31 -0.12 -1.12
C -28.48291 -7.55154 0.47345 0.58 0.80 1.37 -1.05
N -26.64393 -5.70605 3.43538 -1.13 -0.29 -1.66 0.61
C -26.49386 -4.87732 4.59325 -0.56 -0.04 0.85 0.03
C -25.56967 -6.59956 3.06136 0.46 -0.01 -0.16 -0.82
H -31.18466 -4.78202 4.39396 0.61 0.52 0.13 0.43
H -30.05039 -5.89588 5.26486 0.26 0.59 0.01 0.17
H -30.95341 -6.36430 3.87996 -0.17 -0.35 0.11 0.32
H -29.73967 -3.07432 3.33744 -0.43 -0.31 0.21 0.41
H -30.23969 -3.99002 1.84224 -0.22 0.36 0.05 0.28
H -28.57040 -3.59041 2.21185 0.03 -0.14 -0.14 0.30
H -27.14856 -4.48436 0.96787 -0.06 0.04 0.02 0.34
H -26.50763 -5.74787 -0.01018 0.25 -0.29 -0.20 0.45
H -28.03674 -5.00342 -0.45542 -0.15 0.00 -0.10 0.35
H -27.71448 -8.26078 0.78103 -0.33 -0.59 -0.17 0.31
H -29.47851 -7.82568 0.82234 0.12 -0.54 -0.49 0.27
H -28.39329 -7.41920 -0.60477 -0.38 0.16 0.12 0.41
H -25.46055 -4.60473 4.80787 0.15 0.20 -0.56 -0.42
H -27.11632 -3.99092 4.47104 0.20 0.19 0.17 0.30
H -26.81093 -5.37692 5.50866 -0.25 -0.13 0.33 -0.01
H -25.65952 -6.80918 1.99548 0.15 -0.18 -0.03 0.31
H -25.48942 -7.54798 3.59255 -0.60 -0.29 0.23 0.30
H -24.58624 -6.16385 3.23777 -0.02 0.58 -0.17 0.09
O -21.05105 -3.67079 11.98113 -0.12 0.84 1.15 -0.06
P -20.62930 -2.79324 13.11857 1.66 -0.70 2.12 -1.09
N -21.63312 -2.87770 14.54753 0.54 -0.48 -1.36 0.63
C -22.07978 -4.21988 15.01612 -0.05 0.47 -1.39 -0.70
C -21.89453 -1.75147 15.44528 0.31 -0.67 -0.67 -1.02
N -20.42587 -1.17841 12.70521 -2.13 -1.90 -1.31 0.69
C -21.49436 -0.63137 11.83332 1.02 0.27 0.61 0.38
C -19.52394 -0.27464 13.29263 1.38 0.51 -0.10 -1.02
N -19.04105 -3.25062 13.66240 -1.64 0.08 -0.50 0.91
C -18.26366 -4.11407 12.77503 0.34 -0.22 1.00 -1.12
C -18.46300 -3.00300 14.98495 -1.15 -0.27 -0.11 -0.99
H -21.25387 -4.92465 15.11236 0.12 0.04 0.33 0.21
H -22.74613 -4.61499 14.24932 0.08 -0.28 -0.08 -0.11
H -22.69999 -4.17462 15.91132 0.43 0.27 0.16 0.41
H -22.67907 -2.08821 16.12292 0.08 0.41 0.06 0.52
H -22.24480 -0.90071 14.86080 0.04 0.20 0.27 0.16
H -20.98752 -1.52331 16.00508 -0.16 0.45 0.30 0.24
H -22.37284 -0.40396 12.43719 -0.30 -0.19 -0.47 0.20
H -21.12643 0.30678 11.41787 -0.03 0.10 -0.01 0.41
H -21.63300 -1.29905 10.98297 -0.58 -0.01 0.40 -0.80
H -19.55920 0.63307 12.69020 -0.49 0.51 0.70 0.50
H -19.67815 -0.16502 14.36608 0.10 0.63 -0.01 0.17
H -18.48630 -0.54364 13.09504 0.23 -0.60 0.44 0.28
H -17.59125 -4.70679 13.39522 0.22 0.06 0.06 0.49
H -18.89026 -4.87141 12.30395 -0.03 0.44 -0.53 0.10
H -17.61481 -3.53631 12.11678 -0.16 -0.20 -0.47 0.19
H -17.53005 -2.44052 14.94881 -0.01 0.07 -0.04 0.31
H -18.31749 -3.93349 15.53369 0.42 -0.31 -0.20 0.40
H -19.19792 -2.50727 15.61918 0.12 0.47 -0.18 0.21
O -24.16068 -1.98280 7.07017 0.02 0.77 -0.02 -0.36
P -24.23701 -0.63664 6.41652 -0.79 0.50 -0.44 0.00
N -23.15057 0.57439 7.00036 -0.09 -0.54 -2.02 0.03
C -21.78416 0.72418 6.39165 -0.25 -1.15 1.09 -0.72
C -23.19463 0.92859 8.40920 -0.64 -1.40 -0.24 -1.31
N -25.82651 0.05520 6.44991 0.95 0.53 1.24 0.67
C -27.00645 -0.75739 6.16727 0.85 -0.32 0.91 -1.18
C -26.04969 1.50514 6.34516 1.09 -0.58 0.73 -1.13
N -23.97741 -0.81447 4.78071 0.52 1.06 -1.14 0.42
C -24.09567 0.35836 3.79817 -0.25 -1.73 0.71 -1.19
C -23.39967 -2.00843 4.14661 0.23 0.19 1.01 -0.47
H -21.05931 0.19054 7.00640 0.07 -0.08 0.44 0.16
H -21.42379 1.75259 6.41601 -0.42 0.09 -0.49 0.43
H -21.64949 0.18655 5.45308 -0.55 0.62 -0.34 0.16
H -24.19709 1.30981 8.60372 0.33 0.74 0.47 0.34
H -22.32429 1.52024 8.69304 -0.48 0.42 -0.08 0.45
H -23.15813 -0.00257 8.97463 0.26 -0.15 0.49 0.29
H -26.87713 -1.71107 6.67899 0.43 -0.63 -0.99 0.22
H -27.89323 -0.47080 6.73259 -0.05 1.06 -0.30 0.41
H -27.16427 -0.74562 5.08881 -0.45 -0.63 0.00 0.24
H -26.10759 1.81246 5.30099 -0.20 0.37 0.08 0.29
H -26.89093 1.85437 6.94388 -0.41 -0.37 -0.30 0.28
H -25.19961 1.95839 6.85508 0.13 0.39 -0.57 0.32
H -23.83767 -0.05539 2.82331 0.02 0.07 0.01 0.44
H -25.14374 0.65193 3.73941 0.13 0.28 0.11 0.27
H -23.43079 1.20570 3.96563 -0.07 -0.07 0.44 0.31
H -23.45978 -2.89227 4.78168 -0.54 0.13 0.21 -0.34
H -22.32198 -1.89369 4.03031 0.14 0.16 -0.73 -0.03
H -23.93641 -2.19366 3.21618 0.29 -0.10 -0.08 0.75
O -15.38110 -5.62404 12.13757 0.73 -1.48 0.23 -0.86
P -15.09679 -6.72811 11.16850 0.37 0.59 -1.16 0.28
N -14.91779 -8.32761 11.75567 -1.22 1.38 0.75 0.26
C -14.42076 -8.39093 13.16474 -0.58 0.66 -1.49 -0.99
C -14.53849 -9.49533 10.97290 0.11 1.17 -0.52 -0.90
N -13.64344 -6.40494 10.33683 -0.52 0.39 -0.17 0.33
C -12.68606 -5.41065 10.90865 -0.63 -0.60 -1.17 -1.17
C -13.29373 -6.99035 9.01867 0.66 -0.20 1.07 -1.03
N -16.27139 -6.67127 9.96096 0.64 0.60 -0.83 0.83
C -16.24458 -5.48141 9.08475 1.23 -0.60 -0.01 -0.98
C -17.41143 -7.55475 9.80413 0.87 -0.48 0.81 -1.21
H -13.33802 -8.28374 13.23010 0.27 -0.53 -0.13 0.27
H -14.79867 -9.35650 13.50082 0.24 0.34 0.80 0.40
H -14.79233 -7.48313 13.64008 -0.41 -0.49 0.54 0.30
H -13.50098 -9.33635 10.67900 0.33 -0.74 -0.03 0.34
H -15.12221 -9.56943 10.05536 -0.11 0.03 0.01 0.16
H -14.69970 -10.40888 11.54522 0.19 0.10 0.07 0.36
H -12.29732 -4.80450 10.09038 0.05 0.09 -0.14 0.38
H -13.21043 -4.72773 11.57705 0.15 -0.39 0.23 0.34
H -11.83179 -5.92685 11.34667 -0.04 0.14 0.38 0.29
H -13.41074 -6.36660 8.13247 -0.34 0.55 0.17 0.29
H -12.23171 -7.23052 9.06897 0.19 -0.06 -0.12 0.41
H -13.77879 -7.94129 8.79838 -0.33 0.14 0.32 0.22
H -17.02264 -4.73142 9.22699 -0.22 -0.22 0.30 0.17
H -15.26816 -5.00646 9.18026 -0.12 0.29 0.47 0.43
H -16.19217 -5.77888 8.03744 -0.61 -0.26 -0.22 0.23
H -18.06761 -7.25402 8.98738 0.09 0.14 0.12 0.44
H -17.93170 -7.59120 10.76125 -0.54 -0.17 -0.16 0.25
H -16.98930 -8.54032 9.60773 -0.58 -0.34 -0.17 0.19
O -19.13797 -8.29998 3.66535 1.79 1.11 0.15 -0.78
P -17.73930 -7.93925 3.24547 2.12 -1.14 0.31 0.23
N -16.45323 -8.85344 4.08941 -1.51 1.12 -0.60 0.33
C -15.10279 -9.06278 3.54801 -1.09 -1.50 -0.12 -1.22
C -16.54094 -9.04374 5.56196 -0.83 0.67 -1.54 -1.10
N -17.16420 -6.33340 3.53822 -0.93 0.40 -0.86 1.18
C -17.48422 -5.69725 4.79015 -1.57 -1.24 0.60 -0.95
C -15.84323 -5.88989 3.13496 0.02 -1.18 -0.86 -1.05
N -17.45432 -8.24410 1.56010 1.12 -0.34 1.24 0.20
C -18.10135 -7.36497 0.60180 -1.54 0.05 0.71 -0.60
C -17.56570 -9.63602 1.06776 0.31 -0.22 0.36 -1.05
H -14.94979 -8.63867 2.55563 0.06 0.39 0.34 0.35
H -15.06745 -10.14230 3.40144 0.52 -0.33 -0.27 0.43
H -14.31605 -8.88336 4.28078 -0.02 0.73 -0.10 0.30
H -17.51057 -8.65624 5.87462 -0.22 -0.42 0.13 0.01
H -15.82939 -8.39968 6.07866 0.47 -0.30 0.07 0.45
H -16.44721 -10.10650 5.78521 0.13 0.10 0.38 0.46
H -16.84198 -6.03447 5.60373 0.45 0.09 0.14 0.30
H -17.50377 -4.60748 4.77898 0.11 0.01 -0.38 0.20
H -18.47232 -6.07599 5.05150 -0.26 0.42 0.36 -0.37
H -15.08105 -6.19166 3.85337 0.15 0.02 0.27 0.20
H -15.61174 -6.40042 2.20015 0.28 0.37 -0.19 0.33
H -15.82211 -4.80627 3.01908 -0.04 -0.08 -0.08 0.20
H -19.15608 -7.43912 0.86663 -0.61 0.43 -0.41 0.33
H -17.83835 -6.30927 0.66836 0.41 -0.35 -0.10 -0.22
H -18.04706 -7.78801 -0.40129 0.52 0.32 0.02 0.47
H -18.56830 -10.06125 1.02212 -0.45 0.39 0.29 0.36
H -16.97730 -10.34599 1.64897 0.14 0.26 0.14 0.31
H -17.21440 -9.67047 0.03649 0.30 0.15 0.08 0.38
C -27.80546 0.26876 13.28793 -0.88 -0.21 -0.13 -1.92
C -27.47525 -0.79697 12.23156 0.52 -0.84 -0.07 1.83
C -26.27534 -0.28169 11.36856 -1.12 0.45 0.59 -1.39
C -24.93811 -0.56015 11.92864 2.18 -0.04 -0.23 0.22
C -24.77271 -1.98182 12.33489 -1.00 -0.49 0.21 0.00
C -25.85088 -2.36999 13.38350 1.20 -1.16 0.96 1.90
N -27.17749 -2.16352 12.85334 0.95 1.37 -2.19 1.27
O -28.19576 -2.67360 13.67443 0.42 0.66 0.32 -0.66
C -25.65527 -3.90451 13.62477 -0.35 0.59 0.60 -1.17
C -25.61211 -1.67146 14.76190 -0.52 -0.29 0.11 -1.70
C -28.60950 -1.04060 11.21478 -0.27 -0.26 0.75 -2.02
H -26.98763 0.66297 13.89114 0.29 -0.17 -0.41 0.33
H -28.52641 -0.12548 14.00410 -0.17 -0.03 -0.06 0.35
H -28.27241 1.09864 12.75749 -0.06 0.19 0.15 0.51
H -26.42978 -0.60617 10.33951 0.43 -0.35 0.00 0.15
H -26.32943 0.80682 11.35054 -0.54 0.16 -0.21 0.30
H -24.61746 0.11000 12.72625 -0.51 0.20 0.35 0.39
H -24.16589 -0.38636 11.17926 -0.04 0.29 -0.43 -0.45
H -23.77296 -2.26312 12.66574 0.03 0.27 0.50 -0.33
H -24.88294 -2.55835 11.41643 -0.45 -0.49 -0.02 -0.09
H -24.58981 -4.12945 13.67267 -0.10 -0.11 -0.34 -0.35
H -26.05831 -4.19781 14.59412 -0.16 0.06 0.13 0.58
H -26.18833 -4.50656 12.88892 0.38 0.07 -0.27 -0.02
H -24.71216 -2.00927 15.27578 0.22 0.00 -0.31 0.14
H -25.65772 -0.58291 14.79447 0.30 -0.04 -0.40 0.12
H -26.42799 -1.98574 15.41280 -0.17 -0.10 0.01 0.59
H -28.38868 -1.83638 10.50339 0.50 -0.06 0.22 0.29
H -28.82777 -0.16307 10.60617 -0.23 0.28 0.37 0.45
H -29.46588 -1.42904 11.76600 -0.36 0.41 -0.19 0.44
H -28.40081 -3.47545 13.18802 -0.67 -0.16 -0.19 0.20
C -16.95444 -2.31183 2.74617 -0.14 1.02 0.91 -0.42
C -17.43903 -1.64989 1.48873 -0.97 -0.37 -2.65 1.56
C -16.85587 -2.48057 0.30488 -1.57 -0.50 -0.02 -1.65
C -17.60848 -3.81247 0.05283 0.89 1.02 1.13 1.09
C -19.09431 -3.59964 -0.14123 0.41 1.43 -0.03 -1.59
C -19.81336 -2.78663 1.04786 -0.17 -0.43 -0.53 1.80
N -18.96784 -1.60777 1.42316 1.69 -1.41 -2.12 0.10
O -19.47931 -0.72613 2.38459 -0.44 -0.46 0.02 -0.26
C -21.15883 -2.25927 0.44817 0.79 0.18 -0.47 -1.89
C -20.09533 -3.76912 2.20107 -0.61 0.48 0.61 -0.66
C -16.99999 -0.20196 1.24156 0.50 0.60 2.41 -2.05
H -17.44494 -3.28053 2.84175 0.50 -0.16 -0.05 -0.75
H -17.25191 -1.72956 3.61828 -0.20 0.10 0.17 0.10
H -15.86484 -2.31611 2.77537 0.03 -0.50 -0.05 0.62
H -16.93297 -1.94890 -0.64353 0.13 0.45 0.11 0.38
H -15.80615 -2.68116 0.51926 0.03 0.09 -0.07 0.53
H -17.44895 -4.42870 0.93765 0.20 -0.42 -0.13 -1.26
H -17.09771 -4.20357 -0.82709 -0.39 -0.68 0.05 0.63
H -19.53806 -4.55942 -0.40581 -0.58 0.05 0.59 0.45
H -19.16234 -3.01023 -1.05560 -0.34 0.30 -0.07 0.49
H -20.88196 -1.61586 -0.38698 -0.07 0.12 -0.10 0.59
H -21.75854 -3.06247 0.02001 0.10 -0.26 0.17 0.38
H -21.81751 -1.66689 1.08324 0.32 -0.15 0.50 0.13
H -21.14423 -3.75651 2.49730 -0.33 0.08 -0.31 0.32
H -19.89376 -4.81443 1.96699 0.48 0.08 0.13 -0.10
H -19.63186 -3.41347 3.12129 0.51 -0.42 -0.05 -0.12
H -17.37420 0.26500 2.15262 -0.23 0.83 -0.16 0.52
H -17.29451 0.38579 0.37213 -0.53 -0.76 -0.17 0.32
H -15.93720 0.00392 1.36881 0.35 -0.67 -0.24 0.40
H -19.56283 0.03372 1.80385 -0.41 0.55 0.51 0.34
```
Forces are in eV/Å.